No. 1
ORCA calculation (ωB97M-V/def2-TZVPD) on a molecular structure, C25H35CrN7S4.

Each line ends with the Löwdin spin population.
Positions of all 72 atoms, in Å:
C (3.0534, -1.7457, -3.7098)  0.00
H (-0.0774, -3.6726, 1.1797)  0.00
H (-6.2890, -2.4511, -4.3039)  0.00
H (1.5490, -0.4461, 4.4787)  0.00
S (1.8411, 0.2003, 0.5884)  0.01
C (2.9747, 4.3561, 3.8093)  0.00
H (-2.3975, -3.3010, 1.7752)  0.00
C (1.2075, 0.0805, -2.6346)  0.01
H (3.9537, 7.7847, 2.5076)  0.00
H (-5.8423, -1.4635, -1.9340)  0.00
C (1.1425, -1.0957, 3.7111)  0.00
H (1.2398, -0.1760, -4.8223)  0.00
N (1.8935, 3.8384, 1.7039)  0.05
H (2.7142, 6.3243, 1.0335)  0.00
H (2.3575, -2.9817, -2.1889)  0.00
S (0.0773, 5.6265, 0.6586)  0.08
C (-3.1012, -2.5967, -2.1409)  0.00
H (2.3876, -2.1669, -4.4461)  0.00
C (-2.4997, 0.1544, 1.3974)  0.01
C (4.0932, 6.4253, 4.1397)  0.01
H (-2.8508, -1.8827, 2.6315)  0.00
C (1.5743, -2.7270, 1.9880)  0.02
N (1.1588, -1.3098, -2.1226)  -0.01
C (-4.9762, -3.7889, -3.3256)  0.00
H (-0.9101, -0.8105, 4.2298)  0.00
H (-4.8836, -4.4812, -4.1257)  0.00
C (0.7294, 4.1484, 0.9610)  -0.01
H (4.0008, 4.8605, 5.6165)  0.00
C (2.0497, -1.8527, 2.9853)  0.00
H (-3.1049, -4.5106, -2.5907)  0.00
Cr (-0.0417, -1.3022, -0.1681)  2.83
H (-2.7134, 0.5593, 3.3582)  0.00
S (0.1908, 2.6643, 0.1996)  -0.02
C (-2.1683, -2.7288, 2.6591)  0.00
H (-2.3563, -3.3264, 3.5546)  0.00
H (3.7652, 0.1341, -3.3790)  0.00
H (-5.6888, -4.1851, -2.5931)  0.00
C (-5.1288, -1.3971, -2.7747)  0.00
S (-1.5202, -2.7729, -1.4737)  -0.02
C (-3.3502, 0.5965, 2.4514)  0.00
H (-3.6750, 1.6393, 2.4129)  0.00
C (2.5144, -1.9386, -2.2882)  0.00
C (-0.7329, -2.2493, 2.6612)  -0.01
H (0.5200, -1.8049, -2.7360)  0.00
C (2.6187, 4.7822, 2.4989)  0.00
C (-5.2939, -2.4367, -3.8448)  0.00
H (3.0882, -1.8540, 3.1863)  0.00
N (3.1754, -0.2888, -4.0941)  0.00
H (-5.3146, -0.4183, -3.1577)  0.00
N (-3.6405, -3.6805, -2.6912)  0.00
H (4.0234, -2.2436, -3.8303)  0.00
H (-3.3624, -0.7073, -1.7089)  0.00
H (2.7545, 3.3592, 4.1235)  0.00
C (0.2027, -2.8989, 1.8558)  0.00
C (-0.2166, -1.2819, 3.5442)  0.01
H (0.1968, 0.4965, -2.5742)  0.00
H (3.5441, -0.1567, -5.0449)  0.00
H (1.7926, 0.6340, -1.8598)  0.00
H (3.1530, -1.4976, -1.5169)  0.00
C (3.6973, 5.1812, 4.6330)  0.00
C (2.9778, 6.0005, 2.0384)  0.00
C (1.8101, 0.3198, -4.0435)  0.00
N (-3.7333, -1.4398, -2.2510)  0.00
N (-1.8252, -0.1700, 0.5188)  0.00
H (1.9319, 1.3909, -4.2547)  0.00
H (-4.6334, -2.2023, -4.7216)  0.00
H (-4.2168, -0.0546, 2.6452)  0.00
H (4.7751, 7.0578, 4.7278)  0.00
N (2.3274, 2.5868, 1.6625)  0.06
H (2.2533, -3.3521, 1.4405)  0.00
C (3.7084, 6.8166, 2.8935)  0.00
C (1.5257, 1.8304, 0.8909)  -0.02

Force components x, y, z for each atom (eV/Å):
0.6 -0.2 -0.1
-0.7 -0.7 -0.3
0.0 0.3 0.5
-0.3 0.1 0.0
-0.9 -2.1 0.2
-0.1 0.3 -0.9
0.1 -0.4 -0.2
0.4 1.0 0.8
0.4 0.4 0.0
0.3 -0.5 -0.3
0.5 -0.2 0.2
-0.1 0.1 -0.2
-1.0 0.0 -0.8
0.1 0.0 0.3
0.3 -1.1 0.5
0.1 -0.9 0.4
-0.8 -0.2 -0.9
-0.3 -0.3 -0.2
0.2 0.1 -1.6
0.7 0.1 1.0
-0.1 -0.1 0.4
0.3 0.9 1.4
0.2 0.2 -0.9
0.7 0.1 1.0
0.0 0.2 0.0
0.1 -0.7 -0.6
0.5 1.2 -0.3
0.0 -0.1 0.1
-0.9 -1.0 -1.2
0.4 -0.7 0.1
0.4 1.6 0.6
-0.3 -0.1 -0.2
-0.1 0.4 0.2
0.4 0.8 0.2
-0.1 0.1 -0.1
0.4 0.5 -0.4
0.1 0.2 -0.1
-0.1 0.5 0.8
0.9 -0.3 0.3
-0.1 0.2 1.9
0.1 -0.1 -0.6
-0.8 1.5 -0.4
0.2 0.3 0.1
-0.2 -0.4 0.0
0.1 -1.5 1.8
-0.3 0.5 -1.6
0.9 0.4 0.2
-0.5 -0.7 0.5
0.2 0.7 -0.5
0.1 0.2 0.6
-0.1 0.3 0.1
0.2 1.1 0.5
-0.4 -0.4 0.1
0.4 0.1 -0.8
-0.8 -0.5 0.1
0.1 0.0 -0.3
0.4 -0.1 0.4
-0.3 -0.1 -0.8
0.1 -0.3 -0.1
0.2 0.2 -0.4
0.0 0.8 -0.6
-0.2 0.0 0.8
-0.9 -1.0 -0.3
0.6 -0.3 0.5
-0.3 -0.3 0.1
-0.3 -0.1 0.9
0.3 0.2 -0.4
-0.6 -0.2 -0.2
-1.2 -1.3 -1.3
0.2 -0.2 -0.2
-0.2 0.5 -1.0
0.7 1.4 1.0

Calculated values
E_HOMO (alpha / beta), eV: -14.30 / -13.97
Orbital gap (alpha / beta), Ha: 0.1309 / 0.1390
Total charge: +3
Multiplicity: 4

No. 2
ORCA calculation (ωB97M-V/def2-TZVPD) on a molecular structure, C18H12CaN4O2Te.

Each line ends with the Mulliken charge.
Positions of all 38 atoms, in Å:
C (-3.2477, -0.4114, -0.4251)  0.09
C (-1.8580, -1.3967, -2.1077)  0.40
C (-0.5629, 1.1617, 3.1709)  0.57
N (-2.0039, 0.6071, 1.3700)  -0.43
C (0.7068, 1.4003, 5.1793)  -0.17
C (1.5568, -0.3811, -4.4202)  -0.61
N (0.3228, 0.3023, 2.6655)  -0.07
Ca (-0.0371, -0.1388, 0.2134)  1.33
C (1.3072, 0.1575, -3.1696)  -0.24
C (-1.8492, 1.4232, 2.4094)  0.07
C (-0.5982, -1.0896, -2.9082)  0.40
C (-0.3915, -1.7238, -4.1272)  -0.60
H (-6.5812, -1.1435, -0.5680)  0.33
H (-1.1311, 2.4657, 4.7544)  0.42
N (-2.0395, -0.5108, -1.1269)  -0.54
C (0.6928, -1.3554, -4.9012)  -0.21
H (-6.5727, 0.2120, 1.5310)  0.33
C (1.6061, 0.4743, 4.6690)  -0.74
H (-4.4680, -1.5357, -1.7642)  0.40
C (-4.4556, 0.5353, 1.4617)  -0.49
H (2.0021, 0.8462, -2.7041)  0.41
Te (2.8878, -0.8903, 0.1504)  -1.33
C (-5.6543, 0.0289, 0.9829)  -0.55
N (0.2492, -0.1706, -2.4351)  -0.16
O (-2.5621, -2.3505, -2.4763)  -0.81
H (2.0967, -0.6883, 2.8956)  0.24
C (-0.3888, 1.7570, 4.4176)  -0.69
H (2.4289, -0.0756, -4.9830)  0.35
H (-1.0952, -2.4849, -4.4338)  0.41
H (0.8725, -1.8247, -5.8617)  0.37
C (-3.2398, 0.3182, 0.7971)  0.36
C (-4.4694, -0.9393, -0.8649)  -0.51
C (-5.6587, -0.7205, -0.1838)  -0.58
O (-2.6056, 2.2933, 2.8773)  -0.80
H (0.8599, 1.8353, 6.1612)  0.37
H (2.4783, 0.1655, 5.2303)  0.38
H (-4.4304, 1.1148, 2.3728)  0.36
C (1.3900, -0.0320, 3.3984)  -0.04

Force components x, y, z for each atom (eV/Å):
-0.2 -0.1 0.0
-0.2 0.3 0.1
0.1 0.0 0.2
0.3 0.1 0.0
0.1 -0.1 0.0
-0.1 -0.1 -0.1
0.0 0.1 0.3
0.5 -0.2 -0.4
0.2 0.0 0.2
-0.4 0.0 -0.1
0.1 0.1 0.0
-0.1 -0.1 -0.1
0.0 0.0 0.0
0.0 0.0 0.0
-0.1 -0.2 0.4
0.1 0.1 0.1
0.0 0.0 0.0
0.0 0.1 0.1
0.0 0.0 0.0
0.1 0.2 0.0
0.0 0.0 0.0
0.0 0.0 -0.1
0.0 0.0 -0.1
-0.2 -0.1 0.0
0.1 0.0 -0.1
0.0 0.0 0.0
0.0 0.1 0.0
0.0 0.0 0.0
0.0 0.0 0.0
0.0 0.0 0.0
-0.4 -0.2 0.2
0.1 0.0 -0.2
0.0 0.1 0.1
0.0 -0.1 0.0
0.0 0.0 0.0
0.0 0.0 0.0
0.0 0.0 0.0
0.0 0.1 -0.2

Calculated values
E_HOMO, eV: 0.33
ΔE to the lowest compared entry with this formula, charge and spin, eV: 0.000
Orbital gap, Ha: 0.1677
Total charge: -2
Multiplicity: 1

No. 3
ORCA calculation (ωB97M-V/def2-TZVPD) on a single C5H8O2 molecule.

Each line ends with the natural charge from an NBO analysis.
Positions of all 15 atoms, in Å:
H (-2.8650, -0.2572, 0.1715)  0.48
H (0.1535, 1.8365, -0.9458)  0.21
H (-0.2047, 2.0211, 0.8068)  0.22
C (1.1495, 0.3395, 0.4246)  0.10
H (2.6339, -0.6057, -0.3944)  0.47
H (0.0248, -0.7434, -1.7226)  0.23
H (-1.0221, -1.9274, -0.7907)  0.22
C (0.1181, -0.7636, 0.5468)  -0.29
C (-0.5231, -0.9662, -0.8086)  -0.46
O (-2.2525, 0.3726, 0.5645)  -0.69
C (0.0132, 1.3105, 0.0053)  -0.42
H (1.6271, 0.5879, 1.3807)  0.17
H (0.0190, -1.5351, 1.3021)  0.22
C (-0.9816, 0.1513, 0.0604)  0.26
O (2.1099, 0.1793, -0.6004)  -0.72

Force components x, y, z for each atom (eV/Å):
0.1 0.1 0.0
-0.1 -0.1 0.1
0.0 0.0 -0.2
-0.2 0.1 0.3
0.0 0.2 -0.1
0.0 -0.1 0.2
-0.6 0.3 -0.2
0.2 -0.2 0.3
0.0 -0.1 -0.1
-0.1 -0.2 -0.1
0.0 0.1 0.0
-0.1 0.1 -0.2
0.3 0.0 -0.1
0.3 0.0 0.0
0.3 -0.1 0.1

Calculated values
E_HOMO, eV: -9.13
ΔE to the lowest compared entry with this formula, charge and spin, eV: 2.233
Orbital gap, Ha: 0.3671
Total charge: 0
SMILES string: O[C@H]1C[C@@]2(O)C[C@@H]12
Multiplicity: 1

No. 4
ORCA calculation (ωB97M-V/def2-TZVPD) on 2 unconnected molecules or ions with the total composition C4H10NO.

Each line ends with the natural charge from an NBO analysis.
Positions of all 16 atoms, in Å:
H (-1.4311, 1.8372, 0.2439)  0.23
N (0.7227, 0.0350, 0.4315)  -0.41
C (1.1221, 1.0138, -0.3506)  0.26
H (1.1849, -1.5141, 3.3801)  0.53
H (-2.3129, 0.4342, 0.0457)  0.26
C (-0.0812, -0.7730, -1.7839)  -0.68
H (-1.9014, 1.3591, -1.4068)  0.24
H (1.0711, 0.0900, 3.3863)  0.51
H (0.3971, -0.4526, -2.8311)  0.26
O (1.3117, -0.7069, 2.8879)  -0.95
C (-1.5232, 1.0347, -0.5015)  -0.65
H (-1.2009, -0.8615, -2.0443)  0.24
C (-0.1325, 0.3404, -0.7485)  0.15
H (0.2112, -1.8049, -1.3678)  0.26
H (1.8355, 1.7545, -0.4539)  0.25
H (0.9681, -0.1866, 1.4467)  0.48

Force components x, y, z for each atom (eV/Å):
0.4 0.3 -0.7
2.3 4.1 -1.2
-3.1 -4.4 2.0
-0.2 -0.2 0.5
1.1 -0.2 -1.1
-2.1 -0.3 -2.2
-0.8 0.8 -1.8
0.1 -0.8 0.5
-0.6 -0.9 2.6
0.1 1.3 -0.7
1.2 -1.2 3.0
1.7 -0.4 0.1
-1.3 -0.4 -0.1
0.0 1.8 -0.8
1.4 1.3 0.0
-0.4 -1.0 -0.3

Calculated values
E_HOMO, eV: -16.10
ΔE to the lowest compared entry with this formula, charge and spin, eV: 3.295
Orbital gap, Ha: 0.4117
Total charge: +1
Multiplicity: 1

No. 5
ORCA calculation (ωB97M-V/def2-TZVPD) on 2 unconnected molecules or ions with the total composition C43H42FN2O.

Each line ends with the Mulliken charge.
Positions of all 89 atoms, in Å:
C (2.1980, -5.6011, 2.9101)  -0.79
C (3.1726, 2.7443, -0.0773)  0.74
C (-6.5735, 2.3248, -1.3279)  -1.70
C (-0.9332, -1.1901, -2.0960)  -2.21
H (-1.2979, -2.2156, -1.9376)  0.52
H (3.8691, -4.6516, 1.9393)  0.41
C (0.8047, -5.6036, 2.9845)  0.32
C (-3.2881, -0.9273, -0.3017)  -0.96
H (-2.9076, 3.5678, 2.8087)  0.44
C (-0.0123, -4.7526, 2.2401)  -0.99
H (5.1282, 3.0180, -0.9328)  0.35
H (-6.6991, 1.4570, -1.9845)  0.37
C (2.3339, 1.8416, 0.5748)  -0.38
N (-1.1698, 2.5429, 0.5826)  1.27
C (2.7666, 0.5676, 0.9443)  0.88
H (6.8616, 1.3553, -0.9508)  0.42
H (-6.8568, 3.2130, -1.9060)  0.38
H (-2.6517, -0.6163, 3.4975)  0.40
C (3.1999, -1.8518, -3.2490)  -0.77
H (2.3580, -1.2015, 2.0668)  0.78
C (2.4206, -2.8260, -1.1402)  1.21
H (-2.1700, 3.1641, -3.2419)  0.56
H (1.2832, 0.1673, 2.4472)  0.53
H (-1.3289, 4.3028, 1.8452)  0.79
C (1.1554, -3.1638, -3.1957)  -0.88
C (-4.1620, -0.8076, 1.9544)  -0.47
F (0.2137, -6.4891, 3.8495)  -0.29
H (4.4299, -0.7987, 0.9413)  0.70
C (-0.0168, 0.6806, -0.7459)  0.22
C (0.5824, -3.8996, 1.3146)  0.48
H (3.7100, -2.7930, 0.5325)  0.34
N (0.9886, 2.2336, 0.8357)  0.90
C (2.7815, -4.7222, 2.0104)  -0.56
H (-1.0460, 3.6928, -1.9690)  0.25
H (6.7642, -0.0340, 0.1654)  0.35
C (-1.7031, 2.8722, -2.2903)  -1.51
H (-2.6407, 1.8006, 2.8056)  0.33
C (-4.3640, -0.9590, 0.5807)  -0.69
H (-4.2657, 2.4520, 3.0086)  0.41
C (-1.7880, -0.4848, 1.5389)  0.79
C (-2.7727, 2.5872, -1.2896)  0.73
H (6.1004, -0.1592, -1.4741)  0.26
C (-3.5689, 2.5605, 1.0115)  0.93
C (2.6917, -3.0561, 0.2262)  -1.13
H (1.9861, 4.0556, -1.3087)  0.26
H (-7.2664, 2.2330, -0.4873)  0.36
H (-4.2887, 2.3819, -2.8022)  0.44
H (1.3609, 3.9055, 2.1539)  0.84
H (-1.0789, 1.9937, -2.4916)  0.24
C (1.9959, -3.8906, 1.1574)  0.45
H (-4.9980, -0.8305, 2.6611)  0.45
H (-1.5966, -0.7074, -2.8329)  0.39
O (0.8575, 0.8594, -1.6331)  -0.82
H (-0.7731, -0.3255, 1.9094)  0.13
H (0.0698, -1.1898, -2.5350)  0.16
C (-2.8537, -0.6449, 2.4243)  -0.97
C (2.0903, -2.4067, -3.9150)  -0.26
C (1.8273, -0.3466, 1.6478)  -1.08
C (-5.1620, 2.4181, -0.8323)  0.66
C (-2.5134, 2.5187, 0.0896)  0.68
H (0.2781, -3.5613, -3.7113)  0.33
H (1.9645, -2.2608, -4.9897)  0.41
C (1.2917, -3.3646, -1.8242)  0.20
H (3.5805, 4.6593, -0.8497)  0.46
C (-1.9791, -0.6092, 0.1455)  0.16
C (4.4633, 2.3213, -0.4130)  -1.18
H (2.8037, -6.2647, 3.5264)  0.45
H (4.2587, -1.6845, -1.3796)  0.22
H (1.0961, -0.7588, 0.9379)  -0.39
C (-4.8843, 2.4981, 0.5322)  -0.86
C (-0.1438, 1.6847, 0.3181)  -0.47
H (-5.3727, -1.1163, 0.2007)  0.45
H (-5.7038, 2.4793, 1.2547)  0.28
H (2.2733, 4.6622, 0.3394)  0.36
C (-0.6866, 3.5227, 1.4641)  -0.37
H (-3.4469, -1.0955, -1.3718)  0.33
H (3.9283, -1.2533, -3.8065)  0.41
H (-0.0271, -3.1932, 0.7427)  0.37
C (4.8994, 1.0243, -0.1245)  0.61
H (0.5441, -3.9248, -1.2589)  0.57
C (0.6262, 3.3305, 1.6157)  -1.86
C (6.2300, 0.5226, -0.6183)  -1.60
C (-0.9065, -0.4680, -0.8161)  1.50
C (-3.3162, 2.6027, 2.4822)  -2.16
C (2.7129, 4.0993, -0.4882)  -1.51
H (-1.0928, -4.7652, 2.3859)  0.55
C (3.3778, -2.0755, -1.8961)  -0.17
C (-4.0930, 2.4429, -1.7290)  -1.08
C (4.0699, 0.1807, 0.6201)  -0.63

Force components x, y, z for each atom (eV/Å):
0.0 0.2 -0.4
0.3 -0.5 0.0
-0.2 0.0 0.0
0.0 -0.3 -0.5
0.1 0.1 -0.3
-0.3 -0.1 0.0
-0.4 -0.9 0.7
0.1 0.1 0.1
-0.2 -0.3 0.0
0.1 0.1 -0.2
-0.2 -0.3 0.1
0.0 0.1 0.1
0.7 -0.4 -0.2
1.2 -0.2 0.9
0.4 0.3 0.0
-0.1 -0.3 0.1
0.1 -0.1 0.1
-0.2 0.1 -0.3
0.1 0.0 -0.1
0.1 0.1 0.2
-0.2 0.4 0.0
0.2 0.0 0.3
0.1 -0.2 -0.1
0.2 -0.2 -0.1
-0.1 -0.3 0.3
0.4 -0.1 0.2
0.7 1.2 -1.0
0.0 0.3 -0.1
-1.9 -4.0 -1.6
0.2 -0.2 0.0
-0.3 0.1 -0.1
-1.4 0.2 0.8
-0.1 0.5 0.0
-0.1 -0.2 0.0
-0.1 0.2 -0.2
0.3 -0.2 -0.6
-0.1 0.4 -0.1
0.1 -0.1 0.0
0.2 0.1 0.0
-0.1 -0.3 -0.2
-0.2 -0.2 0.2
0.0 0.2 0.2
0.0 -0.5 -0.4
0.6 -1.2 -0.8
0.0 -0.1 0.2
0.0 0.0 -0.2
0.1 0.2 0.3
-0.1 -0.1 0.1
0.0 0.2 0.0
-0.5 0.0 0.7
0.3 -0.1 -0.3
0.0 -0.1 0.0
0.6 0.8 0.4
-0.4 -0.1 0.0
-0.5 0.1 0.2
-0.1 0.2 0.0
0.3 -0.1 0.6
-0.1 -0.5 0.1
0.3 -0.1 0.2
-1.1 0.2 -0.3
0.3 0.1 0.2
0.0 0.0 0.4
0.1 0.1 -0.4
-0.2 0.0 0.0
-0.8 -0.5 0.3
-0.2 -0.3 0.1
-0.3 0.2 -0.1
-0.4 -0.1 -0.2
0.0 0.2 0.2
0.3 0.1 -0.1
0.7 2.0 -0.6
0.2 0.0 0.0
0.2 0.1 -0.2
0.1 0.0 -0.3
-0.7 0.0 -0.6
0.0 0.1 0.4
-0.3 -0.3 0.3
0.1 -0.2 0.2
0.0 0.1 0.2
0.3 0.1 -0.4
0.7 -0.2 -0.3
0.3 0.0 0.1
1.2 3.2 1.2
-0.3 0.0 0.7
0.2 0.6 -0.2
0.3 0.0 0.0
-0.1 0.1 0.0
0.1 0.2 0.4
-0.4 0.4 -0.2

Calculated values
E_HOMO, eV: -8.51
ΔE to the lowest compared entry with this formula, charge and spin, eV: 0.667
Orbital gap, Ha: 0.1151
Total charge: +1
Multiplicity: 1

No. 6
ORCA calculation (ωB97M-V/def2-TZVPD) on 2 unconnected molecules or ions with the total composition CH5OS.

Each line ends with the natural charge from an NBO analysis.
Positions of all 8 atoms, in Å:
H (0.5285, 1.2318, 0.4191)  0.16
S (-2.1752, -0.0813, -0.1168)  -1.02
H (0.8820, -0.2511, 1.3078)  0.15
O (0.7999, -0.4504, -0.7623)  -0.80
H (2.1697, 0.5495, 0.3450)  0.15
C (1.1060, 0.2977, 0.3834)  -0.24
H (-3.1295, -0.6850, -0.8434)  0.10
H (-0.1815, -0.6111, -0.7328)  0.50

Force components x, y, z for each atom (eV/Å):
0.1 0.0 0.0
-0.3 0.0 0.1
0.1 0.0 0.0
0.0 -0.3 -0.1
0.0 0.0 0.1
-0.2 0.1 -0.1
0.1 0.0 0.0
0.2 0.3 0.0

Calculated values
E_HOMO, eV: -2.91
ΔE to the lowest compared entry with this formula, charge and spin, eV: 0.126
Orbital gap, Ha: 0.2684
Total charge: -1
Multiplicity: 1

no.,strongest force on any atom (eV/A)
1,2.4
2,0.7
3,0.7
4,5.7
5,4.7
6,0.3